The following is a DFT calculation (ωB97M-V/def2-TZVPD) of 17 unconnected molecules or ions with the total composition C84H195N31O14P8.

frontier orbital gap = 0.2801 Ha
LUMO energy = 0.1 eV
highest occupied orbital energy = -7.495 eV

Each line ends with the Löwdin charge.
Atoms and positions in Å:
N -7.22 -29.12 -6.68  0.03
C -6.04 -29.69 -6.45  -0.15
C -5.20 -28.83 -5.70  -0.08
C -6.06 -27.72 -5.38  -0.12
C -7.27 -27.88 -6.04  -0.12
H -8.00 -29.49 -7.20  0.12
H -5.84 -30.68 -6.83  0.09
H -4.23 -28.99 -5.26  0.07
H -5.80 -26.94 -4.67  0.09
H -8.17 -27.29 -6.01  0.10
N -7.39 -28.16 -18.24  0.03
C -8.60 -28.76 -18.29  -0.16
C -8.48 -30.09 -18.41  -0.13
C -7.09 -30.41 -18.53  -0.09
C -6.45 -29.14 -18.47  -0.14
H -7.11 -27.20 -18.08  0.10
H -9.48 -28.13 -18.27  0.11
H -9.32 -30.78 -18.47  0.09
H -6.68 -31.37 -18.77  0.07
H -5.40 -28.87 -18.41  0.09
N -11.68 -34.63 -15.83  0.04
C -12.83 -34.93 -16.60  -0.11
C -12.66 -34.37 -17.88  -0.12
C -11.42 -33.68 -17.88  -0.13
C -10.87 -33.78 -16.59  -0.14
H -11.41 -35.10 -14.98  0.07
H -13.63 -35.51 -16.17  0.10
H -13.42 -34.39 -18.65  0.08
H -10.94 -33.13 -18.67  0.08
H -9.89 -33.49 -16.23  0.07
N -5.86 -35.23 -17.69  0.01
C -6.18 -34.02 -17.08  -0.14
C -7.53 -33.69 -17.27  -0.10
C -8.06 -34.79 -18.02  -0.08
C -6.98 -35.66 -18.30  -0.18
H -4.99 -35.73 -17.56  0.15
H -5.40 -33.46 -16.59  0.09
H -8.05 -32.79 -16.99  0.07
H -9.06 -34.86 -18.42  0.08
H -7.03 -36.61 -18.82  0.11
N -6.64 -36.43 -7.51  0.01
C -6.32 -35.68 -8.54  -0.15
C -7.51 -35.19 -9.18  -0.09
C -8.58 -35.59 -8.36  -0.13
C -8.01 -36.37 -7.34  -0.14
H -5.98 -36.85 -6.86  0.16
H -5.25 -35.58 -8.67  0.11
H -7.33 -34.53 -10.01  0.07
H -9.62 -35.30 -8.40  0.10
H -8.47 -36.86 -6.50  0.10
N -4.68 -27.17 -11.92  0.01
C -4.90 -25.85 -11.46  -0.12
C -5.34 -25.96 -10.13  -0.12
C -5.24 -27.30 -9.73  -0.08
C -4.88 -27.98 -10.92  -0.19
H -4.52 -27.52 -12.85  0.07
H -4.70 -25.01 -12.11  0.09
H -5.55 -25.12 -9.47  0.09
H -5.40 -27.67 -8.73  0.08
H -4.72 -29.03 -11.10  0.10
N -10.80 -30.26 -6.32  0.02
C -11.02 -29.46 -7.35  -0.14
C -10.58 -30.10 -8.55  -0.12
C -10.12 -31.36 -8.19  -0.12
C -10.18 -31.42 -6.83  -0.13
H -10.72 -29.94 -5.36  0.15
H -11.43 -28.50 -7.09  0.11
H -10.60 -29.79 -9.58  0.06
H -9.71 -32.09 -8.87  0.10
H -9.88 -32.15 -6.09  0.08
O -3.51 -28.40 -14.04  -0.29
P -2.07 -28.81 -14.13  0.64
N -0.90 -27.64 -13.52  -0.29
C 0.54 -27.98 -13.36  -0.10
C -1.27 -26.53 -12.65  -0.11
N -1.57 -28.97 -15.75  -0.29
C -2.42 -28.70 -16.88  -0.13
C -0.22 -29.61 -16.13  -0.07
N -1.73 -30.36 -13.53  -0.26
C -2.31 -31.54 -14.34  -0.05
C -1.73 -30.50 -12.08  -0.13
H 1.03 -27.36 -12.62  0.08
H 1.05 -27.97 -14.32  0.07
H 0.51 -28.99 -12.95  0.05
H -2.27 -26.21 -12.91  0.06
H -0.62 -25.67 -12.85  0.09
H -1.37 -26.95 -11.64  0.08
H -1.90 -28.82 -17.83  0.08
H -3.35 -29.27 -16.82  0.06
H -2.67 -27.64 -16.86  0.07
H -0.45 -30.36 -16.88  0.08
H 0.43 -28.84 -16.55  0.08
H 0.28 -30.02 -15.25  0.05
H -3.24 -31.27 -14.84  0.05
H -1.79 -31.87 -15.24  0.06
H -2.40 -32.47 -13.78  0.07
H -2.75 -30.53 -11.67  0.07
H -1.20 -29.64 -11.68  0.06
H -1.24 -31.42 -11.75  0.06
O -8.33 -25.60 -17.41  -0.27
P -7.77 -24.70 -16.43  0.56
N -6.11 -25.16 -16.13  -0.28
C -5.76 -26.48 -15.58  -0.11
C -5.12 -24.76 -17.17  -0.11
N -8.51 -24.74 -14.90  -0.28
C -9.99 -24.66 -14.85  -0.11
C -7.85 -24.16 -13.71  -0.11
N -7.73 -23.06 -16.93  -0.29
C -7.01 -21.98 -16.28  -0.13
C -8.50 -22.62 -18.15  -0.09
H -6.60 -26.85 -15.00  0.07
H -4.92 -26.47 -14.88  0.06
H -5.48 -27.15 -16.40  0.06
H -5.13 -23.72 -17.48  0.06
H -5.29 -25.24 -18.14  0.08
H -4.11 -24.90 -16.80  0.08
H -10.53 -24.49 -15.78  0.08
H -10.54 -25.50 -14.44  0.06
H -10.27 -23.79 -14.27  0.08
H -8.39 -24.42 -12.80  0.08
H -6.87 -24.61 -13.56  0.05
H -7.76 -23.07 -13.74  0.07
H -6.51 -21.39 -17.05  0.07
H -7.78 -21.29 -15.96  0.08
H -6.24 -22.27 -15.56  0.08
H -8.73 -21.55 -18.09  0.07
H -9.51 -23.04 -18.12  0.07
H -8.01 -22.76 -19.11  0.08
O -2.11 -37.52 -9.07  -0.30
P -1.78 -36.90 -10.40  0.63
N -3.18 -36.58 -11.40  -0.27
C -3.29 -35.60 -12.49  -0.13
C -4.38 -37.48 -11.36  -0.12
N -0.74 -37.76 -11.52  -0.33
C 0.42 -38.42 -10.92  -0.11
C -0.66 -37.53 -12.91  -0.12
N -1.18 -35.32 -10.33  -0.30
C -1.97 -34.31 -9.63  -0.10
C 0.29 -35.02 -10.46  -0.07
H -3.98 -34.79 -12.27  0.06
H -3.65 -36.02 -13.43  0.08
H -2.34 -35.12 -12.74  0.05
H -4.35 -38.14 -10.49  0.07
H -4.41 -38.12 -12.24  0.07
H -5.36 -37.02 -11.26  0.06
H 0.50 -39.39 -11.41  0.08
H 1.27 -37.79 -11.18  0.07
H 0.22 -38.62 -9.87  0.08
H -1.65 -37.49 -13.36  0.08
H -0.03 -36.64 -13.02  0.06
H -0.20 -38.44 -13.31  0.09
H -2.20 -33.52 -10.34  0.06
H -2.87 -34.78 -9.24  0.07
H -1.40 -33.87 -8.82  0.08
H 0.46 -34.02 -10.08  0.07
H 0.55 -35.02 -11.52  0.04
H 0.92 -35.71 -9.89  0.08
O 0.27 -29.35 -5.28  -0.32
P 0.35 -28.54 -6.55  0.68
N -0.96 -27.46 -6.90  -0.31
C -0.85 -26.36 -7.85  -0.10
C -1.84 -27.25 -5.78  -0.14
N 0.45 -29.44 -8.09  -0.30
C -0.76 -29.82 -8.77  -0.14
C 1.61 -30.37 -8.19  -0.10
N 1.75 -27.53 -6.53  -0.31
C 1.92 -26.67 -5.31  -0.09
C 2.30 -26.85 -7.65  -0.17
H -1.89 -26.17 -8.11  0.08
H -0.46 -26.76 -8.79  0.07
H -0.33 -25.49 -7.45  0.08
H -1.42 -26.58 -5.04  0.08
H -2.06 -28.18 -5.27  0.06
H -2.81 -26.81 -6.05  0.08
H -1.16 -28.91 -9.22  0.06
H -0.62 -30.57 -9.55  0.06
H -1.59 -30.27 -8.22  0.07
H 1.24 -31.40 -8.16  0.07
H 2.00 -30.15 -9.19  0.08
H 2.25 -30.30 -7.31  0.08
H 1.11 -25.95 -5.33  0.07
H 1.85 -27.24 -4.39  0.08
H 2.92 -26.24 -5.25  0.08
H 1.88 -25.86 -7.81  0.07
H 2.16 -27.45 -8.55  0.07
H 3.38 -26.72 -7.53  0.08
O -2.54 -32.96 -22.52  -0.29
P -3.93 -33.05 -22.02  0.62
N -5.09 -32.19 -22.99  -0.31
C -4.61 -31.81 -24.30  -0.12
C -6.49 -32.16 -22.75  -0.13
N -4.20 -32.50 -20.40  -0.29
C -3.94 -31.07 -20.16  -0.11
C -3.66 -33.36 -19.39  -0.15
N -4.49 -34.67 -21.99  -0.29
C -4.04 -35.72 -22.95  -0.10
C -5.76 -35.00 -21.32  -0.14
H -3.55 -31.58 -24.20  0.07
H -5.20 -30.98 -24.70  0.08
H -4.65 -32.67 -24.97  0.07
H -7.08 -31.43 -23.31  0.09
H -6.58 -31.88 -21.70  0.07
H -6.97 -33.13 -22.91  0.06
H -4.62 -30.51 -20.80  0.07
H -3.99 -30.84 -19.10  0.06
H -2.98 -30.69 -20.51  0.08
H -2.57 -33.41 -19.34  0.09
H -3.94 -32.94 -18.42  0.06
H -4.13 -34.35 -19.35  0.05
H -4.38 -36.72 -22.69  0.08
H -4.17 -35.43 -23.99  0.08
H -2.98 -35.92 -22.81  0.07
H -5.64 -36.01 -20.94  0.07
H -6.64 -35.04 -21.97  0.07
H -5.97 -34.20 -20.61  0.06
O -11.48 -28.40 -12.02  -0.30
P -10.54 -29.42 -12.55  0.66
N -10.86 -31.03 -12.07  -0.29
C -9.85 -32.04 -12.18  -0.13
C -12.09 -31.45 -11.42  -0.09
N -8.85 -29.07 -12.13  -0.25
C -8.30 -29.36 -10.78  -0.13
C -8.13 -27.94 -12.66  -0.12
N -10.51 -29.47 -14.30  -0.27
C -10.88 -28.24 -14.99  -0.13
C -9.89 -30.49 -15.10  -0.12
H -10.11 -32.95 -11.62  0.08
H -8.86 -31.70 -11.91  0.07
H -9.86 -32.37 -13.22  0.05
H -12.09 -32.53 -11.32  0.09
H -12.94 -31.02 -11.95  0.08
H -12.17 -31.01 -10.42  0.05
H -7.22 -29.50 -10.87  0.05
H -8.62 -28.65 -10.01  0.08
H -8.58 -30.28 -10.27  0.03
H -7.06 -28.15 -12.57  0.06
H -8.42 -27.75 -13.69  0.06
H -8.37 -26.99 -12.18  0.08
H -11.76 -27.71 -14.61  0.07
H -10.06 -27.52 -14.96  0.04
H -11.01 -28.34 -16.07  0.08
H -10.49 -31.39 -15.09  0.06
H -8.84 -30.72 -14.88  0.07
H -9.80 -30.23 -16.16  0.05
O 2.62 -32.40 -15.75  -0.28
P 2.87 -33.44 -14.72  0.53
N 1.77 -33.36 -13.49  -0.29
C 0.39 -33.80 -13.85  -0.10
C 1.83 -32.26 -12.51  -0.09
N 4.39 -33.33 -13.97  -0.31
C 5.64 -33.05 -14.66  -0.11
C 4.65 -33.85 -12.67  -0.15
N 2.77 -35.07 -15.20  -0.30
C 3.06 -35.33 -16.57  -0.15
C 2.97 -36.29 -14.26  -0.05
H -0.10 -33.13 -14.57  0.06
H -0.27 -33.87 -12.98  0.06
H 0.49 -34.77 -14.34  0.07
H 2.00 -32.76 -11.56  0.07
H 0.85 -31.78 -12.57  0.06
H 2.58 -31.50 -12.72  0.09
H 6.46 -32.55 -14.15  0.08
H 6.08 -33.94 -15.11  0.08
H 5.29 -32.41 -15.47  0.07
H 3.76 -34.26 -12.21  0.06
H 5.40 -34.62 -12.82  0.08
H 5.07 -33.07 -12.02  0.09
H 2.43 -34.83 -17.31  0.08
H 4.03 -34.92 -16.84  0.07
H 2.97 -36.40 -16.76  0.08
H 2.47 -36.01 -13.33  0.04
H 4.04 -36.45 -14.13  0.08
H 2.36 -37.14 -14.57  0.07
O -10.93 -36.36 -13.50  -0.28
P -9.73 -37.19 -13.47  0.60
N -9.49 -38.08 -12.01  -0.32
C -8.31 -38.91 -11.78  -0.10
C -10.14 -37.68 -10.82  -0.13
N -8.20 -36.36 -13.66  -0.26
C -6.92 -37.06 -14.11  -0.08
C -8.27 -34.90 -13.69  -0.11
N -9.73 -38.31 -14.75  -0.32
C -9.59 -37.71 -16.12  -0.08
C -10.37 -39.65 -14.63  -0.08
H -7.61 -38.96 -12.61  0.06
H -8.65 -39.93 -11.60  0.08
H -7.83 -38.60 -10.85  0.08
H -10.23 -38.60 -10.25  0.09
H -11.15 -37.29 -10.95  0.08
H -9.57 -36.93 -10.27  0.05
H -6.44 -36.46 -14.89  0.07
H -6.22 -37.05 -13.28  0.04
H -7.20 -38.07 -14.41  0.06
H -7.31 -34.49 -13.36  0.06
H -8.27 -34.47 -14.69  0.06
H -9.08 -34.43 -13.13  0.05
H -9.33 -38.54 -16.78  0.07
H -10.57 -37.39 -16.47  0.08
H -8.81 -36.95 -16.08  0.06
H -9.80 -40.22 -15.36  0.08
H -11.44 -39.60 -14.82  0.08
H -10.25 -40.04 -13.62  0.06
C -7.89 -33.53 -4.46  -0.03
C -6.64 -33.68 -5.43  -0.18
O -5.66 -32.72 -5.07  0.01
C -4.46 -32.78 -5.62  -0.55
O -4.13 -33.42 -6.70  0.02
O -3.67 -32.01 -4.90  0.01
C -2.27 -31.90 -5.28  -0.01
H -8.68 -34.22 -4.76  0.06
H -8.27 -32.51 -4.55  0.06
H -7.71 -33.76 -3.41  0.07
H -6.92 -33.32 -6.43  0.11
H -6.26 -34.68 -5.61  0.10
H -1.86 -30.99 -4.83  0.08
H -2.09 -31.90 -6.36  0.07
H -1.71 -32.76 -4.91  0.10
C -5.88 -31.84 -9.55  -0.03
C -5.51 -32.36 -11.00  -0.18
O -5.96 -31.40 -11.95  0.02
C -5.86 -31.61 -13.26  -0.56
O -5.42 -32.65 -13.78  0.07
O -6.23 -30.52 -13.89  0.01
C -6.01 -30.50 -15.24  -0.06
H -5.62 -32.47 -8.70  0.05
H -6.96 -31.70 -9.47  0.05
H -5.42 -30.86 -9.43  0.06
H -5.79 -33.41 -11.15  0.10
H -4.42 -32.44 -11.00  0.10
H -6.53 -31.38 -15.63  0.08
H -4.95 -30.43 -15.47  0.07
H -6.50 -29.64 -15.69  0.09